The following is a quantum chemistry calculation of a 4-piece molecular cluster, C5H17NO5 overall, from the Open Molecules 2025 dataset.

XYZ file:
```
28
Properties=species:S:1:pos:R:3:forces:R:3:mulliken_charge:R:1
C 0.5132 2.2045 1.2208 -0.31 -1.21 0.14 -0.9502
N 1.0837 1.0257 0.5401 -3.41 -2.52 -0.42 0.0996
C 0.2197 -0.1399 0.3529 1.90 1.94 -0.91 0.3258
O 0.6726 -1.2640 0.1116 -0.24 1.15 0.94 -0.6400
C -1.2416 0.1858 0.1601 0.99 1.91 -0.26 -1.3293
C -1.7745 -0.6697 -0.9514 -2.47 -0.95 -0.38 -0.5870
C -2.3937 -2.0362 -0.3703 -0.43 1.48 0.06 -0.4210
O -2.0417 -2.2911 1.0066 -4.18 -0.53 -1.62 -0.5208
H 1.2687 2.6127 1.8284 1.00 0.54 0.87 0.4302
H 0.1822 2.9913 0.5698 -0.19 0.09 -0.70 0.2269
H -0.3198 1.9187 1.8840 0.32 0.13 -0.25 0.3095
H 1.9879 0.6863 0.7645 1.01 0.30 0.60 0.2475
H -1.6806 0.1159 1.1581 -0.62 -0.24 -0.32 0.5502
H -1.3226 1.2573 -0.1799 0.05 -1.04 0.83 0.7607
H -0.9586 -0.9818 -1.6748 -1.03 0.74 0.74 0.3134
H -2.6496 -0.0966 -1.4866 1.84 -1.10 0.73 0.2887
H -2.0320 -2.7211 -1.1514 -0.41 -0.82 0.95 0.2655
H -3.5449 -1.9918 -0.3147 1.91 -0.13 -0.39 0.2900
H -1.1672 -2.2285 1.2290 3.75 0.19 0.04 0.3093
O 2.7378 -0.6443 -1.6802 1.77 -0.07 1.27 -0.6569
H 3.0642 -0.7059 -0.7347 -0.71 0.11 -1.83 0.3189
H 1.8003 -0.5394 -1.5970 -0.69 -0.10 0.26 0.4249
O -0.7499 2.3180 -1.9747 0.40 -0.61 1.48 -0.6150
H -0.8702 2.4164 -2.9006 -0.04 -0.06 -1.26 0.3022
H -0.3686 1.4319 -1.8038 -0.20 0.89 -0.55 0.2831
O 3.1998 -0.6431 1.8315 1.14 4.79 1.13 -0.5720
H 3.3985 -0.8092 2.7359 0.23 -0.34 0.94 0.2706
H 2.9870 -1.4019 1.4266 -1.38 -4.56 -2.08 0.2754
```
Positions in Å, forces in eV/Å.

As for the highest occupied orbital energy: -10.0 eV. The SMILES is CNC(=O)CCCO.O.O.O. The value obtained for the total energy is -631.61515 Ha. The calculation puts the energy relative to the best compared isomer or geometry (same formula, charge and spin) at 51.7 kcal/mol. The LUMO energy is 0.0171 hartree.


The following is a quantum chemistry calculation of C5H18AgBNOPS as an isolated structure, from the Open Molecules 2025 dataset.

XYZ file:
```
29
Properties=species:S:1:pos:R:3:forces:R:3:mulliken_charge:R:1
C -0.8746 2.9899 2.4225 -0.02 -0.01 0.12 -0.9323
C -1.2388 3.0289 0.9346 0.02 0.13 0.02 -0.4200
S -2.8340 2.3245 0.4494 0.15 -0.02 -0.28 -0.0670
C -2.6293 0.5367 0.3696 -0.21 -0.13 0.14 -0.7526
P -0.8415 -0.2166 0.2250 -0.46 0.15 0.96 0.0558
B 0.9793 -1.0802 -0.0805 0.70 -0.40 -0.17 0.4599
O 1.6408 -1.4979 1.0259 -0.33 0.74 0.02 -0.4363
N 1.3517 -1.3609 -1.4646 0.56 0.49 0.47 0.0399
C 2.4824 -0.5899 -1.9887 0.07 0.05 -0.31 -0.9503
C 1.4511 -2.7892 -1.6527 -0.62 0.03 -0.04 -0.6171
H -0.8935 3.9919 2.8541 -0.04 -0.07 -0.01 0.3153
H -1.5760 2.3753 2.9904 0.06 0.03 -0.06 0.2984
H 0.1270 2.5843 2.5838 -0.07 0.04 -0.06 0.2643
H -1.3639 4.0563 0.5826 0.10 -0.05 0.08 0.3656
H -0.4568 2.5983 0.3049 -0.09 0.00 0.01 0.2511
H -3.0726 0.0449 1.2366 0.17 -0.01 -0.03 0.4352
H -3.1340 0.2061 -0.5392 -0.01 -0.02 0.11 0.4216
H -0.2921 0.6217 1.2721 0.00 0.10 -0.22 -0.2149
H -1.1172 -1.2436 1.2636 0.08 0.11 -0.24 -0.0231
H -1.3246 -1.2126 -0.8262 -0.05 -0.59 -0.31 -0.1714
H -0.4971 0.7213 -0.8520 0.08 -0.22 -0.03 0.0346
H 2.6068 -1.4524 1.0318 -0.06 -0.37 -0.19 0.3342
H 2.3268 0.4731 -1.7961 -0.02 -0.07 0.01 0.3271
H 2.5564 -0.7149 -3.0723 -0.04 -0.01 0.09 0.2916
H 3.4451 -0.8896 -1.5488 -0.08 0.01 -0.01 0.3528
H 0.6411 -3.1186 -0.9405 0.53 -0.61 -0.19 -0.0098
H 2.3733 -3.3034 -1.3496 -0.03 0.22 0.12 0.3512
H 1.1888 -3.0823 -2.6741 0.07 0.01 0.05 0.4836
Ag -1.0246 -4.0010 -0.7615 -0.46 0.45 -0.06 0.5130
```
Positions in Å, forces in eV/Å.

Its expectation value of S² is 0.7559. As for the highest occupied orbital energy (spin up / spin down): -10.9 / -10.9 eV. The value obtained for the total energy is -1242.18537 Ha. The LUMO energy (spin up / spin down) is -0.2261 / -0.2278 hartree. Its spin multiplicity is 2. As for the net charge: +1.


The following is a quantum chemistry calculation of C5H18FeO11PPd as an isolated structure, from the Open Molecules 2025 dataset.

XYZ file:
```
37
Properties=species:S:1:pos:R:3:forces:R:3:mulliken_charge:R:1
Fe 6.9569 -23.9292 -4.9506 1.45 -0.05 0.15 0.9746
Pd 9.6239 -22.3590 -5.5965 0.13 -0.66 1.18 0.2297
O 8.1230 -23.3985 -6.6210 -1.28 -0.87 -1.74 -0.4542
H 8.0548 -23.9079 -7.4519 0.48 -0.22 1.03 0.1841
O 10.5714 -24.1289 -5.0889 0.72 -1.17 -0.92 -0.6887
H 11.0733 -24.6710 -5.7282 0.16 0.84 0.48 0.1326
P 8.9132 -22.1297 -2.8705 0.84 -3.61 4.71 0.5705
O 7.6227 -21.4814 -2.4791 -0.13 2.10 1.23 -0.7833
O 9.5925 -23.2181 -1.9499 -0.50 3.28 0.25 -0.8159
O 9.8840 -21.4434 -3.8105 2.41 3.59 -0.30 -0.7624
O 8.4043 -23.1224 -3.8880 -3.50 -4.32 -6.08 -0.8510
C 9.4153 -26.5049 -8.3085 0.36 0.50 0.62 -0.0366
C 9.6075 -27.9246 -7.8351 0.15 -0.71 0.07 -0.6590
O 9.2186 -28.2619 -6.5202 0.49 0.29 0.56 -0.5100
O 10.3184 -25.5579 -7.7790 0.50 -0.43 -0.77 -0.5208
H 8.3972 -26.1799 -8.0943 -0.39 0.02 -0.35 0.1077
H 9.6766 -26.4903 -9.3667 -0.60 -0.10 -0.27 0.3014
H 10.6753 -28.1206 -7.9328 0.11 -0.18 0.29 0.2870
H 9.0947 -28.6643 -8.4499 -0.11 0.27 -0.87 0.3227
H 8.3090 -28.0024 -6.3564 -0.11 0.26 -0.05 0.2970
H 10.1974 -25.3620 -6.8471 -0.73 0.15 0.67 0.2919
C 6.1658 -24.2204 -10.2442 -0.05 0.98 -0.22 -0.1243
C 6.0575 -23.1651 -9.1425 0.78 -0.64 -0.16 -0.1889
O 7.2513 -22.3669 -9.0596 -1.02 -0.49 -0.95 -0.4987
O 6.3837 -23.5023 -11.4566 -0.26 -0.65 -0.45 -0.5669
H 5.2557 -24.8188 -10.2857 -0.37 0.32 -0.31 0.3130
H 6.9460 -24.9687 -10.1048 0.45 0.22 0.40 0.0497
H 5.8307 -23.7621 -8.2592 0.08 0.66 0.63 0.1070
H 5.2817 -22.4412 -9.3919 -0.43 -0.37 0.06 0.2961
H 7.7226 -22.6286 -8.2652 0.34 0.25 0.95 0.3043
H 7.0006 -22.8170 -11.1891 0.30 0.25 -0.04 0.3406
C 4.9210 -21.5760 -5.6117 -1.58 2.35 -0.04 -0.7904
O 5.3765 -22.8625 -5.8745 0.24 0.10 0.04 -0.0202
H 5.5656 -20.8384 -5.1335 0.71 -0.91 0.16 0.3366
H 4.5966 -21.1068 -6.5405 0.17 0.11 -0.39 0.2738
H 4.0011 -21.6167 -5.0284 0.01 -0.05 0.46 0.3555
H 4.5782 -23.2738 -6.2138 0.19 -1.10 -0.05 0.1955
```
Positions in Å, forces in eV/Å.

Its expectation value of S² is 15.7661. As for the highest occupied orbital energy (spin up / spin down): 0.4 / -0.4 eV. The value obtained for the total energy is -2761.75024 Ha. The LUMO energy (spin up / spin down) is 0.1675 / 0.1649 hartree. Its spin multiplicity is 8. As for the net charge: -2.


The following is a quantum chemistry calculation of C5H18IN6O4 as an isolated structure, from the Open Molecules 2025 dataset.

XYZ file:
```
34
Properties=species:S:1:pos:R:3:forces:R:3:mulliken_charge:R:1
I 0.4600 0.5118 -0.6420 0.63 1.43 -2.59 -0.5854
C -0.2328 -1.2796 2.0459 -0.75 0.39 1.22 -0.8017
C 0.9652 -0.6499 2.8502 -0.98 -2.88 -0.87 -0.0965
O 1.3901 0.5012 2.2544 0.72 1.63 1.63 -0.5562
H -0.1859 -1.0094 0.9910 -0.66 -0.37 1.23 0.1757
H -1.2153 -0.9435 2.3772 0.02 0.40 0.26 0.2861
H -0.2970 -2.3644 2.1311 0.22 -0.10 0.10 0.4214
H 1.7453 -1.4112 2.8462 0.54 -0.22 -0.33 0.2611
H 0.7681 -0.6376 3.9221 -0.43 1.13 0.03 0.3742
H 1.2912 0.4514 1.3008 0.17 -0.10 0.14 0.2539
C -2.2283 -0.5752 -2.7778 -1.90 -2.20 -1.89 0.6670
O -3.0184 -1.2502 -3.4598 0.45 0.26 -0.57 -0.7691
N -2.6467 -0.1032 -1.6339 -0.83 1.20 2.29 -0.2124
N -0.9767 -0.3232 -3.0902 1.76 -0.07 -2.41 -0.2048
H -3.6332 -0.2442 -1.4699 0.44 0.20 0.44 0.1684
H -1.9786 0.3989 -1.0668 -0.89 -0.25 0.27 -0.0946
H -0.3012 0.0354 -2.4305 -0.49 -0.12 -0.86 0.0952
H -0.6356 -0.6383 -3.9871 -0.28 -0.12 0.25 0.1602
C -1.1222 3.5089 0.6854 0.21 -0.15 0.05 0.5349
O -1.5282 4.5683 1.0820 -0.23 2.13 0.80 -0.7269
N 0.0758 2.9598 0.8084 2.46 2.50 2.02 -0.1464
N -1.8645 2.6453 0.0408 -3.76 -1.77 -1.90 -0.2030
H 0.2807 2.1586 0.2285 0.39 1.59 0.80 0.0213
H 0.7871 3.6468 1.0136 0.27 -0.45 0.16 0.1742
H -2.7555 2.9482 -0.3260 0.20 -0.19 0.16 0.1682
H -1.4207 1.8154 -0.3257 -0.51 0.53 -0.03 0.0145
C 2.5711 -2.2778 -0.3199 3.97 -1.99 1.22 0.7052
O 3.4051 -3.0790 0.0832 0.73 -1.25 0.24 -0.7803
N 1.4552 -2.0441 0.2044 -5.17 -2.28 3.96 -0.0148
N 2.8119 -1.4088 -1.2262 2.60 2.99 -5.18 -0.3066
H 1.2405 -2.5430 1.0559 0.15 -0.09 -0.52 0.1774
H 0.9719 -1.1718 0.0444 0.70 -1.54 0.08 -0.3796
H 3.7587 -1.3213 -1.5669 -0.39 -0.13 -0.14 0.1834
H 2.0630 -0.8744 -1.6430 0.63 -0.08 -0.05 0.0358
```
Positions in Å, forces in eV/Å.

As for the highest occupied orbital energy: -6.2 eV. The value obtained for the total energy is -1128.54846 Ha. The calculation puts the energy relative to the best compared isomer or geometry (same formula, charge and spin) at 136.9 kcal/mol. The LUMO energy is 0.0995 hartree. As for the net charge: -1.


The following is a quantum chemistry calculation of a 2-piece molecular cluster, C5H18N2O overall, from the Open Molecules 2025 dataset.

XYZ file:
```
26
Properties=species:S:1:pos:R:3:forces:R:3:mulliken_charge:R:1
C 0.4092 1.2132 0.9807 0.90 0.94 -1.46 -0.7359
C 0.1783 0.8612 -0.4914 -0.25 -0.99 -0.52 -0.7595
C 0.0641 -0.6944 -0.5769 -0.91 0.72 -0.61 -0.5645
C -0.6340 -1.1375 -1.8838 0.61 0.24 0.37 -0.7532
C -0.6397 -2.6389 -2.0856 -0.89 -0.02 -1.68 -0.8389
N 0.7262 -3.2829 -2.2583 0.08 0.68 -0.28 -0.2463
N 0.4589 2.7177 1.2391 -0.94 -0.40 0.16 -0.1964
H -0.3117 0.7418 1.6307 0.19 0.02 0.40 0.4099
H 1.4611 0.9489 1.0638 -0.25 -0.66 1.19 0.3038
H -0.6895 1.2666 -1.0127 -0.30 0.34 0.57 0.5414
H 1.0272 1.1433 -1.1170 0.11 0.25 0.19 0.3425
H 1.0679 -1.1175 -0.5226 -0.04 -0.18 0.26 0.3749
H -0.5701 -1.0500 0.2352 0.32 -0.17 0.27 0.3814
H -0.1939 -0.5991 -2.7313 0.28 -0.43 -0.13 0.4238
H -1.6806 -0.8349 -1.9676 -0.03 0.03 0.55 0.4083
H -1.2223 -3.2471 -1.3977 0.41 0.27 0.65 0.4046
H -1.1869 -2.8219 -3.0160 0.33 -0.02 -0.10 0.3808
H 0.9049 -3.8652 -1.4487 0.49 -0.42 -0.08 0.3628
H 1.4991 -2.6291 -2.3991 -0.10 0.46 0.69 0.3518
H 0.8127 -3.7847 -3.1369 -0.50 -0.91 0.02 0.3515
H -0.2864 3.1920 0.7272 0.27 0.20 -0.33 0.3830
H 1.3800 3.0600 0.9914 0.01 0.45 -0.25 0.4105
H 0.2708 2.9756 2.2169 0.06 -0.50 0.45 0.2638
H -0.3436 3.0108 4.9203 -0.05 0.00 0.13 0.3220
H -1.3625 1.9331 4.4752 0.59 0.51 -0.15 0.3163
O -0.6104 2.4772 4.1652 -0.40 -0.42 -0.29 -0.6383
```
Positions in Å, forces in eV/Å.

As for the highest occupied orbital energy: -17.7 eV. The value obtained for the total energy is -385.47165 Ha. The calculation puts the energy relative to the best compared isomer or geometry (same formula, charge and spin) at 10.1 kcal/mol. The LUMO energy is -0.2218 hartree. As for the net charge: +2.


The following is a quantum chemistry calculation of a 3-piece molecular cluster, C5H18N2O3 overall, from the Open Molecules 2025 dataset.

XYZ file:
```
28
Properties=species:S:1:pos:R:3:forces:R:3:mulliken_charge:R:1
N 0.7063 0.5520 1.5098 -1.01 3.02 0.23 -0.3425
C 1.7398 1.3172 0.8690 1.68 -1.57 -1.27 -0.7024
C 1.4306 1.5883 -0.6556 4.01 -3.76 -0.37 -0.3439
N 1.0157 0.2563 -1.3439 1.85 0.75 2.20 -0.3569
C -0.3605 -0.0812 -1.6035 0.38 -0.04 -2.36 -0.9886
C -1.3865 -0.4858 -0.5015 3.54 2.26 1.26 -0.1222
C -1.5253 -1.9218 -0.1637 -3.03 -0.60 -0.83 -0.4652
O -2.8935 -2.3303 -0.5926 0.96 -0.16 0.86 -0.5273
H 0.6201 1.0016 2.3868 -0.61 0.02 1.12 0.1736
H 0.7346 -0.3845 1.6902 0.96 -3.02 -0.13 0.2089
H 1.6207 2.2453 1.3713 0.87 1.17 0.33 0.4154
H 2.8073 0.8316 1.0730 -1.92 1.29 -0.75 0.2028
H 0.6440 2.2684 -0.7274 -1.05 1.28 -0.54 0.1975
H 2.5395 1.9362 -1.1678 -3.46 -0.57 1.21 0.2297
H 1.3349 -0.5446 -0.7679 0.49 0.95 -0.34 0.2768
H -0.7037 0.7586 -2.2419 -0.49 -0.33 0.58 0.4500
H -0.1407 -0.8649 -2.4042 -1.25 0.22 1.07 0.3952
H -1.0051 -0.1371 0.5185 -0.23 0.64 -1.92 0.1194
H -2.1469 0.2317 -0.7445 -1.66 -0.92 0.25 0.3768
H -1.4354 -2.0034 0.9590 0.09 -0.69 -1.26 0.3343
H -0.9612 -2.6257 -0.7672 1.04 0.23 0.39 0.1804
H -3.2983 -2.4332 0.2589 -1.06 -0.26 0.26 0.2938
O 1.7543 -2.7477 0.8563 -0.83 -1.39 -1.17 -0.6154
H 0.9690 -3.3240 0.7452 -0.18 0.75 0.98 0.2967
H 2.1727 -3.1655 0.0844 0.96 0.74 0.17 0.3202
O -1.6156 3.4604 0.0715 2.18 -0.23 1.38 -0.6240
H -0.6519 3.4408 0.3658 -1.53 0.25 -1.11 0.3012
H -1.9650 3.1614 0.9219 -0.70 -0.03 -0.24 0.3156
```
Positions in Å, forces in eV/Å.

As for the highest occupied orbital energy: -8.2 eV. The SMILES is NCCNCCCO.O.O. The value obtained for the total energy is -536.39001 Ha. The calculation puts the energy relative to the best compared isomer or geometry (same formula, charge and spin) at 92.3 kcal/mol. The LUMO energy is 0.0166 hartree.